153
Properties=species:S:1:pos:R:3 method="wB97M-V/def2-TZVPD" e_homo_ev=-8.01 orbital_gap_ev=8.35 smiles=CC1(C)CCCC(C)(C)N1O.CC1(C)CCCC(C)(C)N1O.CC1(C)CCCC(C)(C)N1O.CC(C)O.CC(C)O.CC(C)O.CC(C)O.CC(C)O.O spin_multiplicity=1 e_above_lowest_kj_mol=609.9 charge=0
O -0.64 -0.43 5.45
H -0.62 0.09 6.25
H -0.09 0.05 4.83
C -6.23 -5.26 1.92
C -5.30 -4.65 0.88
C -6.20 -3.73 0.00
C -6.52 -2.40 0.60
C -5.22 -1.60 1.06
C -4.36 -2.46 2.13
N -4.23 -3.85 1.57
O -3.31 -4.71 2.39
C -3.07 -1.65 2.18
C -5.15 -2.43 3.43
C -4.68 -5.81 -0.04
H -6.88 -4.62 2.50
H -5.68 -5.98 2.53
H -6.96 -5.86 1.37
H -5.88 -3.37 -0.98
H -7.16 -4.19 -0.25
H -7.25 -2.56 1.40
H -7.04 -1.82 -0.16
H -5.30 -0.60 1.49
H -4.67 -1.50 0.13
H -3.20 -0.59 1.97
H -2.39 -1.64 3.03
H -2.45 -1.88 1.31
H -4.99 -3.37 3.95
H -4.83 -1.64 4.11
H -6.18 -2.10 3.27
H -3.90 -6.39 0.46
H -4.23 -5.52 -0.98
H -5.46 -6.40 -0.51
H -3.83 -4.96 3.16
C 1.18 1.41 2.58
C 0.56 0.64 1.37
C -0.72 1.35 1.07
C -0.70 2.69 0.26
C 0.04 2.19 -1.03
C 1.43 1.60 -0.91
N 1.41 0.50 0.10
O 2.64 -0.08 0.30
C 1.72 1.06 -2.34
C 2.33 2.74 -0.49
C 0.11 -0.73 1.83
H 1.08 2.49 2.45
H 2.25 1.37 2.79
H 0.73 1.23 3.56
H -1.46 0.82 0.47
H -1.32 1.66 1.93
H -0.28 3.51 0.83
H -1.72 3.01 0.05
H 0.07 3.14 -1.57
H -0.66 1.54 -1.56
H 0.95 0.37 -2.67
H 1.69 1.86 -3.08
H 2.67 0.54 -2.34
H 3.37 2.41 -0.40
H 2.29 3.47 -1.29
H 2.07 3.21 0.46
H 1.04 -1.23 2.13
H -0.34 -1.28 1.01
H -0.56 -0.70 2.69
H 2.50 -0.92 -0.14
C 6.94 -0.69 2.91
C 7.68 -0.22 1.53
C 9.04 -1.04 1.51
C 8.91 -2.48 1.02
C 8.08 -2.52 -0.24
C 6.68 -1.88 -0.11
N 6.88 -0.50 0.31
O 5.79 0.32 0.12
C 6.06 -2.00 -1.58
C 5.81 -2.77 0.81
C 8.14 1.25 1.64
H 7.12 -1.70 3.27
H 5.93 -0.30 2.87
H 7.36 -0.08 3.71
H 9.83 -0.61 0.88
H 9.52 -0.99 2.48
H 8.44 -3.09 1.79
H 9.92 -2.87 0.89
H 7.84 -3.54 -0.53
H 8.75 -2.12 -1.01
H 5.21 -1.34 -1.73
H 6.72 -1.51 -2.30
H 5.81 -3.01 -1.89
H 4.80 -2.43 0.57
H 5.71 -3.82 0.52
H 5.90 -2.65 1.89
H 8.95 1.37 2.37
H 7.48 2.09 1.82
H 8.77 1.47 0.77
H 6.04 0.77 -0.69
C -2.05 -0.83 -3.49
C -3.42 -0.26 -3.70
C -4.33 -0.52 -2.56
O -3.19 1.11 -3.70
H -1.68 -1.31 -4.39
H -1.99 -1.39 -2.56
H -1.24 -0.11 -3.37
H -3.73 -0.61 -4.69
H -3.67 -0.46 -1.69
H -4.88 -1.45 -2.44
H -5.07 0.27 -2.50
H -2.64 1.20 -4.48
C 1.19 -5.01 -2.04
C 2.05 -3.81 -2.54
C 2.03 -2.58 -1.58
O 3.44 -4.14 -2.44
H 1.02 -4.93 -0.97
H 1.74 -5.90 -2.36
H 0.21 -5.14 -2.49
H 1.72 -3.50 -3.53
H 2.44 -2.87 -0.62
H 1.02 -2.22 -1.39
H 2.64 -1.70 -1.77
H 3.70 -4.33 -1.54
C -2.65 5.66 -2.12
C -1.93 6.80 -1.38
C -0.46 6.84 -1.46
O -2.48 8.02 -1.76
H -2.45 4.66 -1.74
H -2.46 5.68 -3.19
H -3.71 5.88 -2.01
H -2.03 6.77 -0.29
H -0.07 7.79 -1.07
H -0.06 6.89 -2.47
H 0.02 5.94 -1.07
H -2.96 8.33 -0.99
C -2.90 2.61 -6.66
C -1.37 2.58 -6.49
C -0.64 3.26 -5.31
O -1.21 1.20 -6.26
H -3.40 1.99 -7.40
H -3.07 3.63 -7.00
H -3.49 2.35 -5.79
H -0.98 2.87 -7.47
H -0.98 4.28 -5.13
H 0.45 3.30 -5.40
H -0.73 2.72 -4.37
H -0.76 0.81 -7.02
C -4.25 3.59 5.55
C -2.79 3.13 5.73
C -2.03 3.42 4.38
O -2.16 3.75 6.84
H -4.75 3.54 4.58
H -4.43 4.60 5.92
H -4.94 3.04 6.20
H -2.90 2.05 5.85
H -1.77 4.48 4.35
H -2.68 3.05 3.58
H -1.13 2.82 4.41
H -1.71 3.04 7.31